(1)
ORCA calculation (ωB97M-V with the def2-TZVPD basis set) on a 2-piece molecular cluster, C9H11N2S overall in a non-equilibrium geometry.

Calculated values
Highest occupied orbital energy   -13.21 eV
Frontier orbital gap   7.6 eV
Relative energy (zero: lowest compared OMol25 entry of this formula, charge and spin)   105.9 kJ/mol

```
! wB97M-V def2-TZVPD RIJCOSX def2/J DEFGRID3
* xyz 1 1
C -3.53 1.19 -0.05
C -2.85 0.10 0.46
C -2.88 2.31 -0.53
C -1.48 0.06 0.54
C -1.46 2.32 -0.43
C -0.80 1.19 0.03
C 2.51 2.38 0.02
C 1.60 0.19 0.52
C 0.65 1.29 0.05
N 1.27 2.37 -0.29
N 2.74 -2.39 -0.86
S 3.29 0.99 0.56
H -4.59 1.09 0.10
H -3.34 -0.64 0.94
H -3.40 3.15 -1.01
H -0.93 -0.90 0.81
H -1.01 3.15 -0.99
H 2.90 3.29 -0.22
H 1.27 -0.03 1.53
H 1.76 -0.72 -0.17
H 2.69 -2.92 0.11
H 3.70 -2.15 -1.10
H 2.36 -2.85 -1.68
*
```

Löwdin atomic charge list, values in e, 6 entries:
1. C -0.041
2. C -0.054
3. C -0.018
4. C 0.013
5. C 0.016
6. C -0.173

(2)
ORCA calculation (ωB97M-V with the def2-TZVPD basis set) on a 2-piece molecular cluster, C6H12NP overall in a non-equilibrium geometry.

Calculated values
Highest occupied orbital energy   -7.91 eV
Frontier orbital gap   8.0 eV
Relative energy (zero: lowest compared OMol25 entry of this formula, charge and spin)   228.5 kJ/mol
SMILES   C=N/C=C/C.C=PC

```
! wB97M-V def2-TZVPD RIJCOSX def2/J DEFGRID3
* xyz 0 1
C 1.34 0.66 -2.05
N 0.54 -0.29 -2.26
C -0.10 -0.98 -1.27
C 0.54 -1.50 -0.17
C -0.14 -2.21 0.99
H 1.88 0.97 -2.97
H 1.43 1.11 -1.09
H -1.16 -1.30 -1.54
H 1.57 -1.45 -0.14
H -1.11 -2.55 0.76
H 0.50 -2.90 1.52
H -0.49 -1.30 1.56
C -1.47 0.78 -0.26
P -0.51 2.20 -0.14
C 0.16 2.02 1.65
H -1.96 0.61 -1.19
H -1.98 0.14 0.42
H 0.96 2.70 1.93
H -0.54 2.25 2.44
H 0.52 1.06 1.80
*
```

Löwdin atomic charge list, values in e, 6 entries:
1. C -0.078
2. N -0.036
3. C -0.292
4. C -0.133
5. C -0.082
6. H 0.089

(3)
ORCA calculation (ωB97M-V with the def2-TZVPD basis set) on a 2-piece molecular cluster, C4H11NO overall in a non-equilibrium geometry.

Calculated values
Highest occupied orbital energy   -9.78 eV
Frontier orbital gap   10.6 eV
Relative energy (zero: lowest compared OMol25 entry of this formula, charge and spin)   6.6 kJ/mol
SMILES   CC(N)=O.CC

```
! wB97M-V def2-TZVPD RIJCOSX def2/J DEFGRID3
* xyz 0 1
C 2.34 0.92 0.37
C 1.35 1.58 -0.56
N 0.95 0.84 -1.62
O 0.96 2.72 -0.38
H 2.21 -0.17 0.36
H 2.17 1.29 1.38
H 3.35 1.16 0.07
H 0.39 1.27 -2.32
H 1.36 -0.06 -1.85
C -1.46 -0.59 0.77
C -2.33 -1.79 0.37
H -1.75 -0.26 1.76
H -0.40 -0.85 0.77
H -1.59 0.24 0.07
H -2.24 -2.57 1.13
H -3.36 -1.49 0.26
H -1.95 -2.23 -0.56
*
```

Löwdin atomic charge list, values in e, 6 entries:
1. C -0.015
2. C -0.619
3. N 0.152
4. O 0.032
5. H 0.068
6. H 0.084

(4)
ORCA calculation (ωB97M-V with the def2-TZVPD basis set) on one molecule with the formula C5H8O.

Calculated values
Highest occupied orbital energy   -8.25 eV
Frontier orbital gap   8.8 eV
Relative energy (zero: lowest compared OMol25 entry of this formula, charge and spin)   471.6 kJ/mol

```
! wB97M-V def2-TZVPD RIJCOSX def2/J DEFGRID3
* xyz 0 1
C -0.23 0.38 -1.73
C -0.40 -0.89 -0.98
C 0.24 -0.91 0.34
C 1.08 0.26 0.91
O -0.10 0.97 1.33
C -0.94 -0.15 1.05
H -0.01 1.30 -1.17
H -1.03 0.56 -2.45
H 0.67 0.14 -2.33
H -1.79 0.11 0.41
H 0.46 -1.90 0.73
H 1.68 0.84 0.20
H 1.70 -0.03 1.77
H -1.31 -0.66 1.94
*
```

Löwdin atomic charge list, values in e, 6 entries:
1. C -0.153
2. C 0.013
3. C -0.295
4. C -0.153
5. O -0.111
6. C -0.158

(5)
ORCA calculation (ωB97M-V with the def2-TZVPD basis set) on a 2-piece molecular cluster, C19H15Cl2FNO6S3 overall in a non-equilibrium geometry.

Calculated values
Highest occupied orbital energy   -2.69 eV
Frontier orbital gap   4.2 eV
Relative energy (zero: lowest compared OMol25 entry of this formula, charge and spin)   0.0 kJ/mol

```
! wB97M-V def2-TZVPD RIJCOSX def2/J DEFGRID3
* xyz -1 1
Cl -4.97 -4.13 -1.26
C -3.32 -4.45 -0.93
C -2.66 -3.73 0.09
C -1.28 -3.92 0.29
C -0.58 -4.82 -0.50
S 1.23 -4.88 -0.36
C 1.66 -3.35 -1.05
Cl 3.21 -2.76 -0.98
O 1.55 -4.95 1.05
O 1.54 -5.98 -1.24
C -1.24 -5.59 -1.46
C -2.61 -5.39 -1.69
H -3.21 -3.03 0.71
H -0.76 -3.35 1.06
H 1.10 -3.05 -1.93
H -0.71 -6.35 -2.03
H -3.12 -5.95 -2.47
C -4.32 1.12 -0.64
C -4.08 2.49 -0.47
C -3.08 2.94 0.40
C -2.29 1.99 1.05
S -0.98 2.55 2.16
N 0.56 2.33 1.16
F 0.90 0.90 1.24
S 1.98 3.28 1.92
C 3.23 3.34 0.61
C 4.05 2.24 0.44
C 5.02 2.27 -0.57
C 5.17 3.41 -1.36
C 4.36 4.53 -1.14
C 3.40 4.52 -0.12
O 1.51 4.64 2.02
O 2.47 2.53 3.04
O -1.18 3.97 2.26
O -0.89 1.68 3.30
C -2.54 0.63 0.95
C -3.55 0.19 0.08
H -5.10 0.78 -1.30
H -4.67 3.22 -1.02
H -2.92 4.00 0.58
H 3.94 1.38 1.10
H 5.65 1.41 -0.72
H 5.92 3.43 -2.15
H 4.47 5.43 -1.75
H 2.81 5.40 0.12
H -1.95 -0.07 1.54
H -3.73 -0.87 -0.02
*
```

Löwdin atomic charge list, values in e, 6 entries:
1. Cl 0.640
2. C -0.702
3. C -0.114
4. C -0.056
5. C -0.279
6. S 0.535

(6)
ORCA calculation (ωB97M-V with the def2-TZVPD basis set) on C3H5NO4 as an isolated structure in a non-equilibrium geometry.

Calculated values
Highest occupied orbital energy   -7.48 eV
Frontier orbital gap   7.9 eV
Relative energy (zero: lowest compared OMol25 entry of this formula, charge and spin)   257.9 kJ/mol

```
! wB97M-V def2-TZVPD RIJCOSX def2/J DEFGRID3
* xyz 0 1
C 0.27 -0.69 0.57
C 0.36 1.20 -0.15
C -0.40 0.14 -0.49
N -1.33 -0.23 -1.46
O -0.41 -0.94 1.72
O 1.06 -1.69 0.12
O 0.43 2.48 -0.54
O 1.14 0.69 0.84
H 1.59 -2.06 0.84
H -0.31 -1.86 2.01
H 1.18 2.88 -0.08
H -2.27 -0.32 -1.10
H -1.31 0.38 -2.27
*
```

Löwdin atomic charge list, values in e, 6 entries:
1. C -0.465
2. C -0.380
3. C -0.204
4. N 0.088
5. O 0.112
6. O 0.126